No. 1
C21H47N5O2P2Re | ωB97M-V/def2-TZVPD

Geometry (Å):
1 Re 0.032 -0.132 -0.445
2 C 1.097 0.393 1.045
3 O 1.808 0.770 1.919
4 C -1.846 0.128 -0.204
5 O -3.003 0.363 -0.122
6 P 0.273 2.133 -1.235
7 C 0.026 2.114 -3.092
8 H -0.016 3.171 -3.387
9 C -1.081 3.339 -0.660
10 H -1.966 2.677 -0.674
11 C 1.893 3.077 -1.118
12 H 2.611 2.323 -1.484
13 C 1.651 -2.997 1.099
14 P 0.113 -2.425 0.223
15 H 0.014 -4.522 -0.957
16 H 2.465 -2.596 0.468
17 C -1.191 -3.395 1.162
18 H -0.956 -4.441 0.905
19 C -0.891 3.825 0.780
20 H -1.875 4.112 1.185
21 H -0.251 4.717 0.840
22 H -0.489 3.043 1.438
23 C -1.370 4.522 -1.588
24 H -0.521 5.210 -1.671
25 H -2.211 5.099 -1.173
26 H -1.668 4.211 -2.595
27 C 2.006 4.308 -2.021
28 H 1.723 4.124 -3.061
29 H 3.057 4.632 -2.036
30 H 1.422 5.152 -1.635
31 C 2.316 3.459 0.302
32 H 3.227 4.071 0.254
33 H 2.540 2.580 0.908
34 H 1.545 4.036 0.820
35 C 1.219 1.487 -3.844
36 H 1.852 2.271 -4.280
37 H 0.868 0.852 -4.668
38 H 1.855 0.863 -3.207
39 C -1.327 1.486 -3.471
40 H -1.368 0.414 -3.232
41 H -1.465 1.596 -4.558
42 H -2.169 1.972 -2.960
43 C 1.765 -4.523 1.133
44 H 1.724 -4.981 0.143
45 H 0.981 -4.969 1.754
46 H 2.734 -4.792 1.572
47 C 1.821 -2.387 2.510
48 H 1.096 -1.592 2.744
49 C -1.032 -3.170 -2.273
50 H 2.822 -1.941 2.605
51 H 1.747 -3.164 3.286
52 C 1.475 -3.368 -2.070
53 H -1.232 -2.090 -2.326
54 H -0.762 -3.495 -3.288
55 H -1.961 -3.671 -1.982
56 C 0.134 -3.489 -1.326
57 H 1.349 -3.730 -3.099
58 H 2.286 -3.921 -1.586
59 H 1.786 -2.322 -2.147
60 C -2.624 -3.073 0.737
61 H -2.785 -1.990 0.671
62 H -3.302 -3.456 1.511
63 H -2.908 -3.536 -0.213
64 C -1.101 -3.204 2.671
65 H -0.959 -2.145 2.891
66 H -0.300 -3.773 3.157
67 H -2.053 -3.503 3.133
68 H 0.688 -1.153 -1.474
69 H 0.507 0.096 -1.949
70 N -0.711 0.168 5.923
71 N -0.937 0.549 4.605
72 N -2.064 1.303 4.375
73 C -2.273 1.028 3.079
74 N -1.392 0.159 2.556
75 N -0.588 -0.218 3.581
76 H -1.045 0.920 6.519
77 H 0.261 -0.048 6.080
78 H -3.100 1.456 2.523

## Properties
* LUMO (spin up / spin down): -15.5 / -17.3 eV
* F_max: 0.156 hartree/bohr
* expectation value of S²: 3.7822
* multiplicity: 4
* net charge: +4

***

No. 2
C3H6N2O2 | ωB97M-V/def2-TZVPD

Geometry (Å):
1 O 1.486 -0.501 -0.566
2 C 0.830 0.104 0.280
3 N -0.413 -0.128 0.702
4 C -1.179 -0.992 -0.067
5 N -1.126 -0.497 -1.570
6 O -2.390 -1.270 0.178
7 C 1.580 1.243 1.017
8 H -0.545 -1.932 -0.095
9 H -1.942 -0.991 -1.953
10 H -1.487 0.454 -1.506
11 H 2.584 0.921 1.276
12 H 1.055 1.478 1.941
13 H 1.548 2.111 0.364

## Properties
* LUMO: -3.9 eV
* F_max: 0.069 hartree/bohr
* relative energy (zero: lowest compared OMol25 entry of this formula, charge and spin): 156.6 kcal per mole
* net charge: 0

***

No. 3
C4H10N4 | ωB97M-V/def2-TZVPD

Geometry (Å):
1 C 1.604 1.215 0.683
2 C 1.446 -0.932 -0.757
3 C -0.102 -1.338 0.908
4 C -2.812 0.568 -0.386
5 H 2.466 1.145 1.628
6 H 0.402 0.991 0.986
7 H 1.922 2.292 0.089
8 H 3.244 0.260 -0.659
9 H 2.147 -1.395 -1.496
10 H 0.239 -1.901 1.867
11 H -1.215 -0.823 -1.198
12 H -3.695 -0.198 -0.338
13 H -2.846 1.255 0.407
14 H -2.675 1.094 -1.375
15 N 1.861 0.374 -0.529
16 N 0.605 -1.735 -0.254
17 N -1.178 -0.743 0.794
18 N -1.414 -0.127 -0.369

## Properties
* LUMO: 0.2 eV
* F_max: 0.109 hartree/bohr
* relative energy (zero: lowest compared OMol25 entry of this formula, charge and spin): 143.3 kcal per mole
* net charge: 0

***

No. 4
C34H56F10NO8PS | ωB97M-V/def2-TZVPD

Geometry (Å):
1 C -8.173 -8.970 3.765
2 C -6.696 -9.514 3.691
3 C -5.939 -8.927 2.466
4 C -4.397 -9.070 2.540
5 C -3.730 -8.195 3.658
6 C -2.635 -7.212 3.128
7 C -2.866 -5.724 3.553
8 C -1.553 -4.908 3.778
9 C -1.137 -3.990 2.588
10 C -0.923 -2.507 3.013
11 C -0.157 -1.694 1.912
12 C -0.045 -0.188 2.265
13 C 0.100 0.758 1.038
14 C 1.562 1.274 0.825
15 C 1.828 1.722 -0.651
16 C 1.442 3.245 -0.815
17 C 0.910 3.494 -2.277
18 C -0.542 4.061 -2.003
19 C -0.887 4.648 -3.390
20 C -2.205 5.500 -3.421
21 C -2.642 5.916 -1.994
22 O -2.137 6.819 -1.500
23 F -3.581 5.185 -1.369
24 P -1.113 3.349 -4.738
25 S 0.376 3.324 -6.000
26 C 0.470 5.340 -3.727
27 O 0.632 6.218 -4.485
28 N 1.473 4.682 -2.980
29 H -8.859 -9.672 3.253
30 H -8.248 -7.965 3.317
31 H -8.483 -8.957 4.828
32 H -6.805 -10.610 3.571
33 H -6.157 -9.312 4.635
34 H -6.275 -7.893 2.247
35 H -6.276 -9.521 1.586
36 H -4.158 -10.144 2.665
37 H -4.001 -8.756 1.553
38 H -3.200 -8.913 4.318
39 H -4.487 -7.707 4.300
40 H -2.601 -7.282 2.022
41 H -1.626 -7.511 3.474
42 H -3.589 -5.227 2.876
43 H -3.379 -5.770 4.539
44 H -0.745 -5.645 3.957
45 H -1.674 -4.331 4.711
46 H -1.792 -4.060 1.701
47 H -0.135 -4.333 2.261
48 H -1.877 -1.977 3.199
49 H -0.283 -2.440 3.910
50 H 0.864 -2.121 1.846
51 H -0.623 -1.875 0.920
52 H 0.782 0.001 2.977
53 H -0.983 0.096 2.786
54 H -0.494 1.673 1.261
55 H -0.316 0.353 0.098
56 H 2.305 0.511 1.132
57 H 1.769 2.168 1.447
58 H 2.917 1.670 -0.842
59 H 1.242 1.143 -1.385
60 H 2.362 3.830 -0.629
61 H 0.686 3.525 -0.059
62 H 0.953 2.632 -2.968
63 H -1.212 3.267 -1.639
64 H -0.306 4.906 -1.336
65 H -2.168 6.385 -4.074
66 H -3.011 4.827 -3.783
67 H -1.181 2.042 -4.165
68 H -2.324 3.531 -5.461
69 H 2.299 4.439 -3.518
70 C 6.164 -1.314 5.118
71 C 5.353 -1.413 3.842
72 O 4.404 -2.498 3.921
73 C 3.284 -2.243 4.590
74 O 3.016 -1.204 5.123
75 C 2.355 -3.461 4.546
76 F 3.003 -4.609 4.808
77 F 1.795 -3.592 3.327
78 F 1.360 -3.368 5.435
79 H 6.644 -2.268 5.342
80 H 6.931 -0.544 5.025
81 H 5.530 -1.067 5.970
82 H 6.010 -1.638 3.005
83 H 4.848 -0.492 3.622
84 C -1.612 7.488 -7.100
85 C -2.312 6.250 -7.620
86 O -3.239 6.582 -8.669
87 C -2.711 6.764 -9.881
88 O -1.549 6.675 -10.151
89 C -3.820 7.065 -10.896
90 F -4.695 7.975 -10.432
91 F -4.522 5.954 -11.190
92 F -3.329 7.539 -12.045
93 H -2.343 8.236 -6.786
94 H -0.970 7.239 -6.253
95 H -0.997 7.947 -7.875
96 H -2.901 5.799 -6.820
97 H -1.598 5.498 -7.961
98 C 8.661 3.727 -0.541
99 C 7.565 4.369 0.285
100 O 6.493 3.440 0.531
101 C 6.691 2.564 1.515
102 O 7.674 2.492 2.194
103 C 5.452 1.679 1.685
104 F 4.985 1.225 0.510
105 F 4.445 2.351 2.270
106 F 5.703 0.601 2.449
107 H 8.251 3.315 -1.464
108 H 9.431 4.457 -0.789
109 H 9.129 2.902 -0.002
110 H 7.129 5.202 -0.264
111 H 7.949 4.766 1.225

## Properties
* LUMO: 0.3 eV
* F_max: 0.079 hartree/bohr
* net charge: 0
* SMILES: CCCCCCCCCCCCCCCC[C@H]1C[C@](CC(=O)F)([PH2]=S)C(=O)N1.CCOC(=O)C(F)(F)F.CCOC(=O)C(F)(F)F.CCOC(=O)C(F)(F)F

***

No. 5
C30H37O5Sn | ωB97M-V/def2-TZVPD

Geometry (Å):
1 C 0.312 -0.313 -7.300
2 C 0.045 -0.952 -5.926
3 C -0.085 1.180 -7.204
4 C -0.964 1.277 -5.950
5 H -0.666 1.409 -8.101
6 H 0.807 1.815 -7.186
7 C -1.172 -0.164 -5.423
8 H 0.932 -0.780 -5.300
9 H -0.121 -2.037 -6.022
10 C -1.298 -0.029 -3.929
11 H -2.058 -0.631 -5.871
12 H -1.941 1.703 -6.220
13 C -0.417 2.051 -4.706
14 C 1.726 -0.550 -7.787
15 C -0.475 -0.989 -8.424
16 O -1.103 -0.401 -9.293
17 O 2.683 -0.761 -7.059
18 O 1.808 -0.537 -9.128
19 O -0.403 -2.333 -8.410
20 C -1.008 -2.873 -9.589
21 H -0.879 -3.950 -9.511
22 H -0.491 -2.480 -10.474
23 H -2.066 -2.593 -9.639
24 C 3.123 -0.815 -9.605
25 H 3.864 -0.187 -9.096
26 H 3.086 -0.608 -10.673
27 H 3.364 -1.869 -9.420
28 O -0.493 1.112 -3.562
29 H -0.944 -0.894 -3.359
30 H -2.340 0.192 -3.649
31 C -1.321 3.239 -4.393
32 C 1.036 2.508 -4.813
33 H 1.141 3.245 -5.620
34 H 1.715 1.665 -5.001
35 H 1.347 2.994 -3.879
36 H -0.989 3.745 -3.476
37 H -2.360 2.913 -4.255
38 H -1.289 3.966 -5.216
39 Sn -0.172 1.093 -0.905
40 C -2.248 0.001 1.171
41 C -2.784 0.138 -0.148
42 C -2.303 -0.969 -0.923
43 H -3.508 0.887 -0.472
44 C -1.434 -1.735 -0.095
45 C -1.395 -1.130 1.186
46 H -0.853 -1.503 2.054
47 H -2.527 0.603 2.035
48 H -2.647 -1.245 -1.918
49 H -0.946 -2.667 -0.378
50 C 2.307 0.923 0.296
51 C 1.805 -0.034 1.218
52 C 1.642 -1.263 0.534
53 H 1.639 0.128 2.282
54 C 2.028 -1.090 -0.813
55 C 2.395 0.284 -0.998
56 H 2.788 0.734 -1.910
57 H 2.674 1.918 0.541
58 H 1.334 -2.202 0.988
59 H 2.104 -1.876 -1.562
60 C -0.585 2.885 0.535
61 C 0.149 2.954 1.818
62 C -0.282 2.269 2.973
63 C 0.349 2.493 4.199
64 C 1.457 3.347 4.276
65 C 1.944 3.957 3.113
66 C 1.302 3.761 1.895
67 H -0.317 3.705 -0.144
68 H -1.670 2.778 0.660
69 H -1.125 1.583 2.883
70 H -0.037 2.005 5.096
71 H 1.953 3.520 5.235
72 H 2.818 4.604 3.146
73 H 1.644 4.229 0.971

## Properties
* LUMO: 2.0 eV
* F_max: 0.040 hartree/bohr
* net charge: -1

***

No. 6
C14H34AgClN2O6 | ωB97M-V/def2-TZVPD

Geometry (Å):
1 Ag -0.102 -2.663 0.466
2 Cl -0.462 0.141 0.978
3 C -2.205 -4.542 2.686
4 O -0.912 -4.348 2.222
5 C 0.029 -4.678 3.268
6 C 1.363 -4.312 2.671
7 O 1.390 -2.962 2.206
8 C 1.798 -2.024 3.180
9 H -2.567 -3.782 3.378
10 H -2.427 -5.504 3.147
11 H -2.950 -4.340 1.916
12 H 0.007 -5.706 3.628
13 H -0.213 -4.004 4.089
14 H 1.636 -5.010 1.879
15 H 2.072 -4.533 3.469
16 H 1.434 -2.238 4.185
17 H 1.499 -1.025 2.864
18 H 2.876 -2.180 3.145
19 C 5.052 4.233 -1.896
20 O 4.513 3.307 -0.941
21 C 3.127 2.938 -1.187
22 C 2.422 2.533 0.127
23 O 2.538 3.510 1.164
24 C 1.578 3.347 2.233
25 H 5.142 3.761 -2.874
26 H 6.028 4.623 -1.609
27 H 4.450 5.137 -1.992
28 H 3.225 2.098 -1.876
29 H 2.549 3.758 -1.612
30 H 2.904 1.604 0.429
31 H 1.373 2.259 0.016
32 H 0.553 3.569 1.936
33 H 1.803 4.062 3.024
34 H 1.689 2.341 2.637
35 C -4.082 -2.643 -2.383
36 C -3.161 -2.016 -1.381
37 O -2.216 -2.643 -0.950
38 N -3.306 -0.715 -1.035
39 C -4.419 0.185 -1.413
40 H -3.771 -3.638 -2.701
41 H -4.157 -2.124 -3.339
42 H -5.033 -2.809 -1.876
43 H -2.693 -0.334 -0.329
44 H -3.963 0.937 -2.057
45 H -4.948 0.681 -0.599
46 H -5.148 -0.374 -1.999
47 C -0.190 0.444 -2.966
48 C -0.126 1.922 -2.851
49 O 0.153 2.629 -3.815
50 N -0.504 2.452 -1.686
51 C -0.530 3.893 -1.472
52 H 0.722 -0.025 -3.337
53 H -0.921 0.204 -3.738
54 H -0.504 -0.071 -2.059
55 H -0.758 1.942 -0.852
56 H 0.233 4.353 -2.099
57 H -0.356 4.079 -0.412
58 H -1.532 4.299 -1.608

## Properties
* LUMO: 0.0 eV
* F_max: 0.046 hartree/bohr
* relative energy (zero: lowest compared OMol25 entry of this formula, charge and spin): 51.1 kcal per mole
* net charge: 0

***

No. 7
C2H3N5O | ωB97M-V/def2-TZVPD

Geometry (Å):
1 C 0.491 -0.295 -0.099
2 C -0.075 1.039 -0.304
3 H 2.459 1.041 0.800
4 H 3.547 -0.091 0.235
5 H 0.581 1.859 -0.585
6 N 2.639 0.353 0.067
7 N 1.658 -0.671 0.143
8 N -1.300 1.364 -0.046
9 N -2.051 0.271 0.339
10 N -1.765 -0.920 0.150
11 O -0.419 -1.256 -0.325

## Properties
* LUMO: -1.1 eV
* F_max: 0.043 hartree/bohr
* relative energy (zero: lowest compared OMol25 entry of this formula, charge and spin): 123.8 kcal per mole
* net charge: 0
* SMILES: N/N=c1\cnnno1

***

No. 8
C3H7NO2 | ωB97M-V/def2-TZVPD

Geometry (Å):
1 C -0.968 0.876 1.130
2 C -1.291 1.721 0.088
3 N -1.781 0.703 2.181
4 H -0.005 0.416 1.293
5 H -0.734 1.583 -0.819
6 H -2.083 2.449 0.087
7 H -2.771 0.673 1.950
8 H 1.264 -2.159 -0.191
9 H -1.598 -0.183 2.649
10 O 1.617 -2.152 -1.096
11 C 1.315 -0.936 -1.566
12 O 1.174 0.051 -0.891
13 H 1.348 -0.903 -2.663

## Properties
* LUMO (spin up / spin down): -4.5 / -7.8 eV
* F_max: 0.049 hartree/bohr
* relative energy (zero: lowest compared OMol25 entry of this formula, charge and spin): 9.1 kcal per mole
* expectation value of S²: 0.7613
* multiplicity: 2
* net charge: +1

***

No. 9
C6H12BrN2W | ωB97M-V/def2-TZVPD

Geometry (Å):
1 C 0.980 2.946 -0.918
2 W 0.293 0.791 -0.914
3 N 0.899 -0.348 -2.598
4 H -1.392 1.352 -1.197
5 H 1.342 2.136 -0.170
6 H 0.632 3.640 -0.159
7 H 0.085 2.932 -1.648
8 H 1.845 3.344 -1.488
9 H 0.164 -1.042 -2.893
10 H 1.720 -1.043 -2.349
11 H 1.180 0.211 -3.393
12 Br -3.782 -2.075 1.411
13 C -1.945 -1.544 1.511
14 C -0.949 -2.364 2.022
15 C 0.385 -1.958 2.185
16 C 0.777 -0.791 1.505
17 N -0.164 -0.127 0.777
18 C -1.545 -0.290 0.954
19 H -1.228 -3.318 2.533
20 H 1.201 -2.552 2.643
21 H 1.758 -0.300 1.589
22 H -2.257 0.399 0.598

## Properties
* LUMO (spin up / spin down): -3.8 / -3.8 eV
* F_max: 0.083 hartree/bohr
* relative energy (zero: lowest compared OMol25 entry of this formula, charge and spin): 18.9 kcal per mole
* expectation value of S²: 2.0560
* multiplicity: 3
* net charge: +1

***

No. 10
C10H31N9O6 | ωB97M-V/def2-TZVPD

Geometry (Å):
1 C -1.844 2.159 -0.188
2 O -1.000 2.997 0.132
3 N -1.744 0.868 -0.254
4 N -3.093 2.459 -0.438
5 H -0.849 0.439 -0.012
6 H -2.415 0.292 -0.663
7 H -3.341 3.466 -0.425
8 H -3.710 1.651 -0.768
9 C -1.889 -3.895 0.785
10 O -0.765 -4.350 0.888
11 N -3.018 -4.520 1.027
12 N -2.096 -2.615 0.526
13 H -3.028 -5.551 1.125
14 H -4.019 -4.154 1.061
15 H -1.338 -1.964 0.559
16 H -3.042 -2.343 0.383
17 C -3.962 0.423 2.640
18 O -4.440 0.105 3.674
19 N -2.937 -0.133 2.071
20 N -4.315 1.416 1.968
21 H -2.629 -0.984 2.452
22 H -2.446 0.332 1.295
23 H -5.196 1.821 2.245
24 H -3.775 1.772 1.178
25 C 0.625 -0.333 1.580
26 O 0.634 0.037 2.730
27 N 0.966 0.416 0.563
28 N 0.167 -1.490 1.137
29 H 1.157 1.380 0.711
30 H 1.346 0.006 -0.302
31 H 0.038 -2.145 1.948
32 H 0.372 -1.837 0.251
33 C 2.371 3.652 0.333
34 O 2.703 2.697 -0.357
35 C 3.981 2.693 -1.062
36 C 4.353 1.202 -1.152
37 N 3.336 0.439 -1.783
38 C 3.361 -0.920 -1.286
39 C 2.229 -1.649 -2.055
40 O 1.031 -1.042 -1.695
41 C -0.065 -1.595 -2.399
42 H 2.185 4.537 -0.260
43 H 3.059 3.934 1.174
44 H 1.368 3.324 0.785
45 H 4.852 3.229 -0.698
46 H 3.837 3.115 -2.033
47 H 4.565 0.883 -0.056
48 H 5.261 0.848 -1.667
49 H 2.436 0.883 -1.531
50 H 3.179 -0.988 -0.168
51 H 4.326 -1.439 -1.377
52 H 2.048 -2.625 -1.778
53 H 2.338 -1.627 -3.064
54 H -1.065 -1.095 -2.196
55 H -0.118 -2.613 -2.061
56 H 0.014 -1.570 -3.494

## Properties
* LUMO: 0.0 eV
* F_max: 0.226 hartree/bohr
* relative energy (zero: lowest compared OMol25 entry of this formula, charge and spin): 120.9 kcal per mole
* net charge: 0
* SMILES: COCCNCCOC.NC(N)=O.NC(N)=O.NC(N)=O.NC(N)=O

***

No. 11
C3H3O2Yb | ωB97M-V/def2-TZVPD

Geometry (Å):
1 C 2.691 -0.439 0.099
2 C 1.278 -0.033 -0.020
3 H 3.208 -0.075 1.001
4 H 2.869 -1.505 -0.118
5 H 2.976 0.166 -0.806
6 O 0.610 1.045 0.842
7 C -1.559 1.247 0.703
8 Yb -0.490 -1.219 -1.333
9 O -1.922 0.440 -0.042

## Properties
* LUMO (spin up / spin down): -10.1 / -11.4 eV
* F_max: 0.176 hartree/bohr
* relative energy (zero: lowest compared OMol25 entry of this formula, charge and spin): 94.9 kcal per mole
* expectation value of S²: 0.7624
* multiplicity: 2
* net charge: +2